Record 1
Entry from OMol25: a 7-piece molecular cluster, C40H68BrF2N8O4PS overall (ωB97M-V/def2-TZVPD).

Geometry as XYZ:
```
125
Properties=species:S:1:pos:R:3:forces:R:3
C 3.99618 2.34589 2.07998 -0.1 -0.2 1.2
C 3.53512 3.71153 1.30007 1.1 -0.9 -0.9
S 1.64617 3.94750 1.23761 0.6 -0.4 0.1
C 0.95422 2.37178 0.52772 1.0 -1.4 -0.4
C -0.64019 2.10604 0.74606 0.0 0.7 -2.8
C -0.88210 0.65507 0.04316 0.3 -0.4 -0.4
C -1.18546 -0.59986 1.03788 -0.7 -1.5 -1.5
C -2.33774 -1.53893 0.27132 0.4 0.2 -0.3
O 0.04340 -1.46161 1.02975 -1.0 0.3 1.5
C -1.37519 3.12533 -0.36275 0.3 1.4 -3.4
O -1.00336 3.44304 -1.60616 -2.2 -2.0 8.0
N -2.66015 3.63815 0.27073 2.2 -0.1 0.0
C -3.00142 2.88729 1.57654 0.9 0.7 -1.8
Br -4.18523 1.38864 1.03541 0.9 -0.2 0.1
P -4.11855 4.04962 2.57647 0.4 2.0 1.4
C -5.26922 3.16243 3.80846 -1.7 -1.5 1.7
C -4.73027 3.20244 5.39237 0.7 -0.4 0.3
C -5.13941 5.23224 1.41293 -1.2 0.5 -1.7
C -6.75996 5.00552 1.50787 0.2 -1.1 -0.3
C -1.43625 2.58304 2.08513 0.2 2.6 -1.4
N -1.21603 1.96150 3.42964 1.1 0.7 0.7
C -1.46546 2.88913 4.59352 -0.2 -2.8 8.2
O -1.58187 2.29339 5.81289 0.8 4.5 -8.8
F -1.53717 4.36351 4.58647 0.4 -4.9 -1.0
C 0.17029 1.42252 3.66193 6.7 4.7 3.0
O 1.10548 2.32138 4.07929 -6.4 -6.8 -2.9
F 0.62417 0.01933 3.55987 -2.6 4.6 -0.1
H 4.64441 1.60776 1.44057 -1.2 1.7 1.0
H 3.06705 1.74571 2.46218 1.7 1.2 -0.8
H 4.63844 2.61691 3.04448 -1.8 -0.9 -2.4
H 3.99534 4.69359 1.76965 -1.2 -2.1 -0.9
H 3.92324 3.63532 0.19760 -0.8 0.3 2.1
H 1.53058 1.42213 0.94480 -1.1 2.0 -0.6
H 1.18030 2.38344 -0.63802 -0.9 -0.1 2.4
H -1.71025 0.80147 -0.79823 1.6 -0.6 2.1
H 0.11140 0.39096 -0.56140 -2.2 0.5 1.4
H -1.47185 -0.32644 2.13838 0.4 -0.3 -2.2
H -3.04094 -0.88787 -0.41976 1.7 -1.6 1.9
H -2.96867 -2.18736 1.01198 1.1 1.3 -1.3
H -1.74166 -2.29136 -0.42635 -1.1 1.6 1.5
H -0.03397 -2.17349 1.73769 -0.1 1.5 -1.3
H -2.54478 4.68993 0.39119 -0.5 -1.7 -0.2
H -6.36651 3.62954 3.88647 2.6 -0.8 -0.8
H -5.45008 2.01370 3.59387 0.4 2.4 0.0
H -4.30521 2.14006 5.71910 -0.9 2.3 -0.8
H -5.57931 3.45627 6.15581 1.4 -0.4 -1.7
H -3.87584 3.98537 5.54908 -1.7 -1.5 -0.4
H -4.89948 6.37772 1.62882 -0.2 -2.7 -0.1
H -4.85995 5.07761 0.26620 -0.4 0.1 2.5
H -7.29568 5.56635 0.62595 1.0 -0.8 2.0
H -6.95426 3.84815 1.32257 0.3 2.4 0.5
H -7.19416 5.27775 2.57020 0.8 -0.4 -2.3
H -1.05934 3.71345 2.17933 -0.7 -2.3 0.0
C 6.79468 5.75472 6.18441 0.1 0.0 0.1
C 5.90029 6.32437 5.08778 0.3 0.2 0.2
C 5.04782 5.25601 4.40040 0.8 -0.6 -0.5
C 5.94970 4.22052 3.74854 5.2 -5.7 -3.6
N 6.69787 3.36146 3.20781 -5.6 7.1 4.5
H 7.51968 5.03917 5.78371 -0.1 0.0 0.0
H 7.36291 6.55668 6.66613 -0.1 -0.1 0.0
H 6.19926 5.24908 6.95318 0.1 0.1 -0.1
H 6.52867 6.83286 4.34632 -0.2 -0.1 0.0
H 5.24083 7.08213 5.52499 0.0 -0.1 -0.2
H 4.41575 5.71590 3.63345 0.1 -0.2 0.0
H 4.39442 4.75945 5.12591 0.1 -0.1 -0.2
C 2.69031 0.32562 -4.81987 -0.1 -0.2 0.0
C 2.00792 1.68719 -4.90646 -0.2 -0.4 0.0
C 2.93928 2.84397 -4.53902 0.1 -0.2 1.1
C 3.42480 2.67765 -3.10823 2.9 -0.6 8.0
N 3.82761 2.53966 -1.92129 -3.2 1.0 -9.5
H 3.01846 0.10208 -3.79981 0.0 0.1 -0.1
H 1.99663 -0.46674 -5.11828 0.1 0.2 0.0
H 3.56342 0.28157 -5.48089 -0.1 0.0 0.1
H 1.13379 1.68839 -4.24381 0.1 0.1 -0.1
H 1.63846 1.83520 -5.92716 0.1 0.1 0.1
H 2.40808 3.79729 -4.62978 0.2 -0.1 0.2
H 3.80312 2.87123 -5.21200 0.0 0.0 0.3
C 3.47320 -2.80693 0.59922 0.0 0.1 0.0
C 4.30093 -3.74995 1.46676 0.0 0.5 0.0
C 3.89739 -5.21664 1.30373 -1.0 0.1 0.5
C 2.44349 -5.39723 1.70885 -8.1 -1.3 2.2
N 1.23735 -5.54705 2.04488 9.6 1.3 -2.7
H 2.41325 -2.83316 0.87124 0.1 0.0 -0.1
H 3.81517 -1.77498 0.72654 -0.1 -0.1 -0.1
H 3.56405 -3.06813 -0.46131 0.0 0.1 0.1
H 4.19607 -3.44967 2.51654 0.1 -0.2 -0.1
H 5.35860 -3.63816 1.20394 -0.1 -0.2 0.1
H 4.52786 -5.85205 1.93458 -0.3 0.0 -0.1
H 4.02450 -5.53750 0.26414 -0.2 0.0 0.2
C 2.57825 -3.64617 -9.09235 0.0 0.0 -0.1
C 3.21233 -3.78116 -7.71150 0.2 0.1 -0.4
C 2.18656 -4.05474 -6.60989 -0.5 1.0 0.0
C 1.19419 -2.90572 -6.53552 -5.7 6.2 0.6
N 0.37091 -1.95255 -6.47386 6.6 -7.6 -0.5
H 1.88963 -2.79662 -9.13964 0.0 -0.1 0.1
H 3.35022 -3.48040 -9.85041 -0.1 -0.1 0.1
H 2.02570 -4.55383 -9.36082 0.1 0.1 0.0
H 3.76611 -2.86197 -7.48432 -0.1 -0.2 0.1
H 3.94097 -4.59899 -7.73350 -0.1 0.1 0.2
H 2.69139 -4.15675 -5.64347 -0.3 0.1 -0.1
H 1.64562 -4.98590 -6.81034 -0.1 0.2 0.0
C -3.74184 -1.96375 -4.79706 0.1 0.0 -0.1
C -4.82617 -2.85787 -4.20391 0.4 -0.1 -0.2
C -5.89792 -2.07113 -3.44697 0.6 0.3 0.8
C -5.26063 -1.31555 -2.29219 3.2 4.3 6.5
N -4.73194 -0.68870 -1.33424 -4.8 -4.9 -8.0
H -3.19104 -1.42588 -4.01892 -0.1 0.0 -0.1
H -3.01491 -2.56516 -5.35199 -0.1 0.1 0.0
H -4.17304 -1.22833 -5.48586 0.1 -0.1 0.1
H -4.35632 -3.58718 -3.53268 -0.2 0.1 -0.1
H -5.30155 -3.42397 -5.01248 -0.1 0.1 0.2
H -6.65789 -2.75444 -3.05357 0.1 0.2 0.1
H -6.39488 -1.35818 -4.11376 0.1 0.0 0.2
C -1.36153 -8.13553 1.68213 0.2 0.0 0.0
C -2.43323 -7.07613 1.44507 0.4 0.0 0.0
C -3.85382 -7.63804 1.52727 0.0 -0.6 -0.9
C -4.04377 -8.71084 0.46728 -1.4 -6.1 -5.8
N -4.20135 -9.60084 -0.41203 1.3 7.1 7.0
H -1.39249 -8.91966 0.91900 -0.1 0.1 0.1
H -0.36533 -7.68376 1.64259 -0.2 0.0 0.1
H -1.48453 -8.60505 2.66480 0.0 0.0 -0.1
H -2.26968 -6.62051 0.46076 -0.1 0.0 0.2
H -2.31861 -6.28170 2.19071 -0.1 -0.1 -0.1
H -4.58407 -6.83843 1.36427 0.0 -0.3 -0.1
H -4.03972 -8.07124 2.51603 0.0 -0.1 -0.2
```
Positions in Å, forces in eV/Å.

Computed properties:
* net charge: 0
* highest occupied orbital energy: -7.961 eV
* energy: -5816.617252 hartree
* structure (SMILES): CCSC[C@]1(C[C@@H](C)O)C(=O)N[C@](Br)(P(CC)CC)[C@H]1N(C(=O)F)C(=O)F.CCCC#N.CCCC#N.CCCC#N.CCCC#N.CCCC#N.CCCC#N
* gap between HOMO and LUMO: 7.06 eV
* lowest unoccupied orbital energy: -0.0332 hartree
* molar mass: 905.98 g mol⁻¹

Record 2
Entry from OMol25: C32H63AsCl3KN7OPSi3Te as an isolated structure (ωB97M-V/def2-TZVPD).

Geometry as XYZ:
```
113
Properties=species:S:1:pos:R:3:forces:R:3
K -0.40448 1.03686 -1.44726 0.1 0.2 0.4
N 1.09435 2.32833 0.56012 0.3 -0.1 -0.2
C 1.91286 2.63278 1.73754 -0.2 0.0 0.1
C 1.06676 3.17051 2.89208 0.0 0.0 0.0
C 0.24470 2.10154 3.60709 0.0 0.0 -0.1
N -0.83439 1.58024 2.75601 0.1 0.0 0.0
H 1.68390 1.88236 -0.14350 0.0 0.0 0.1
H 0.78334 3.18126 0.10206 0.0 0.1 0.1
H 2.71695 3.34608 1.51208 0.0 0.0 0.0
H 2.37889 1.69957 2.06079 0.0 0.0 0.0
H 0.40534 3.96860 2.53630 0.0 0.0 0.0
H 1.74198 3.62373 3.62567 0.0 0.0 0.0
H -0.20046 2.53662 4.50785 0.0 0.0 0.0
H 0.92460 1.29826 3.91930 0.0 0.0 0.0
H -1.22235 0.74800 3.19171 0.0 0.0 0.0
H -0.39665 1.24285 1.89939 0.0 0.0 0.0
C 3.23329 -1.27321 -2.25627 0.0 0.0 0.0
C 3.17645 0.05527 -2.96646 0.0 0.0 0.0
C 4.04617 0.32074 -4.01654 0.0 0.0 0.0
C 3.90159 1.54108 -4.68155 0.0 0.0 0.0
C 2.92204 2.42031 -4.29924 0.1 -0.2 0.0
C 2.04860 2.09622 -3.21002 0.0 0.3 0.0
N 2.23855 0.90977 -2.55428 -0.1 0.0 0.0
N 1.06550 2.89442 -2.78838 -0.1 -0.1 0.0
Si 0.36093 4.19704 -3.59709 0.1 0.0 0.0
C 1.43563 5.76400 -3.64019 0.0 0.0 -0.1
C -0.16460 3.80944 -5.37158 0.0 0.1 0.0
C -1.19912 4.68287 -2.66678 0.0 0.0 0.1
H 4.26266 -1.60178 -2.10176 0.0 0.0 0.0
H 2.72380 -2.03061 -2.85780 0.0 0.0 0.0
H 2.72357 -1.22171 -1.29556 0.0 0.0 0.0
H 4.79777 -0.40410 -4.30102 0.0 0.0 0.0
H 4.56142 1.79632 -5.50541 0.0 0.0 0.0
H 2.80398 3.36864 -4.80810 0.0 0.0 0.0
H 2.35482 5.60514 -4.21034 0.0 0.0 0.0
H 1.72060 6.04417 -2.62189 0.0 0.0 0.0
H 0.90608 6.61252 -4.08702 0.0 0.0 0.0
H 0.68163 3.52076 -5.99915 0.0 0.0 0.0
H -0.65587 4.66943 -5.83966 0.0 0.0 0.0
H -0.87674 2.97904 -5.36697 0.0 0.0 0.0
H -0.95249 4.96690 -1.63855 0.0 0.0 0.0
H -1.89900 3.84314 -2.61706 0.0 0.0 0.0
H -1.71470 5.52617 -3.13717 0.0 0.0 0.0
Cl -1.23132 -4.41213 -6.51438 0.0 0.0 0.0
C -1.51998 -3.08143 -5.41178 0.0 0.0 0.0
C -0.88563 -3.05461 -4.18292 -0.1 0.0 0.0
C -1.12632 -2.00413 -3.31738 0.0 -0.1 -0.2
Cl -0.29361 -2.03345 -1.78039 0.0 0.0 0.0
C -1.99171 -0.89502 -3.60753 0.0 -0.2 -0.1
O -2.20150 0.07053 -2.82479 -0.2 -0.3 -0.1
C -2.60399 -1.02115 -4.89823 0.0 0.0 0.0
Cl -3.69182 0.25462 -5.37347 0.0 0.0 0.0
C -2.38528 -2.06317 -5.77442 0.0 0.1 0.0
H -0.20711 -3.84516 -3.89313 0.0 0.0 0.0
H -2.88498 -2.07719 -6.73323 0.0 0.0 0.0
C -3.80075 4.87986 -0.04332 0.0 0.0 0.0
Te -2.45206 3.65691 1.11244 -0.1 0.1 -0.1
C -4.02789 2.39490 1.77542 0.0 0.0 0.0
H -4.57105 5.31993 0.58921 0.0 0.0 0.0
H -4.26271 4.30259 -0.84283 0.0 0.0 0.0
H -3.20640 5.67587 -0.49075 0.0 0.0 0.0
H -4.80748 2.97959 2.26075 0.0 0.0 0.0
H -3.57347 1.70708 2.48301 0.0 0.0 0.0
H -4.43670 1.84413 0.93117 0.0 0.0 0.0
C 4.87094 -1.02731 3.48643 0.0 0.0 0.0
Si 3.87749 -1.33040 1.88901 -0.1 -0.1 0.0
C 4.41861 0.12767 0.79953 0.0 0.0 0.0
C 4.67010 -2.87760 1.11944 0.0 0.1 0.0
As 1.55883 -1.49231 2.03865 0.3 0.0 0.2
Si 1.60525 -2.62517 4.06012 0.0 0.1 -0.1
C 2.00254 -1.55495 5.58302 0.0 0.0 0.0
C -0.10187 -3.33896 4.50613 0.0 0.1 0.0
C 2.75566 -4.13594 4.15852 0.0 0.0 0.0
H 5.92556 -0.90013 3.21303 0.0 0.0 0.0
H 4.80870 -1.84065 4.21233 0.0 0.0 0.0
H 4.53502 -0.10692 3.97244 0.0 0.0 0.0
H 5.37164 -0.08496 0.30312 0.0 0.0 0.0
H 4.56715 1.01742 1.41892 0.0 0.0 0.0
H 3.69238 0.37743 0.02243 0.0 0.0 0.0
H 5.75519 -2.76728 1.00541 0.0 0.0 0.0
H 4.23308 -3.05643 0.13442 0.0 0.0 0.0
H 4.47376 -3.75879 1.73422 0.0 0.0 0.0
H 1.23266 -0.78272 5.67502 0.0 0.0 0.0
H 2.97030 -1.05577 5.50347 -0.1 0.0 0.0
H 1.99741 -2.15318 6.50248 0.0 0.0 0.0
H -0.84017 -2.53653 4.60765 0.0 0.0 0.0
H -0.05304 -3.85939 5.46898 0.0 0.0 0.0
H -0.46637 -4.04302 3.75367 0.0 0.0 0.0
H 3.80808 -3.87436 4.03536 0.0 0.0 0.0
H 2.48648 -4.83538 3.36274 0.0 0.0 0.0
H 2.64650 -4.64819 5.12174 0.0 0.0 0.0
C -3.90049 -3.43856 2.56238 0.0 0.0 0.0
N -2.82453 -3.70999 1.62132 0.0 0.0 0.0
C -3.40768 -4.11708 0.34594 0.0 0.0 0.0
N -4.37490 -3.16580 -0.19944 0.0 0.0 0.0
C -5.39645 -2.91498 0.80532 0.0 0.0 0.0
N -4.87856 -2.45404 2.09242 0.0 0.0 0.0
C -4.26264 -1.12574 1.95799 0.1 0.0 0.1
P -2.81236 -1.03008 0.76838 -0.2 -0.2 -0.1
C -1.95791 -2.53444 1.45746 0.0 0.0 0.0
C -3.71070 -1.91915 -0.60910 0.0 0.0 0.0
H -3.46835 -3.09050 3.50338 0.0 0.0 0.0
H -4.43624 -4.37480 2.74886 0.0 0.0 0.0
H -3.92304 -5.07065 0.49868 0.0 0.0 0.0
H -2.60530 -4.26104 -0.37950 0.0 0.0 0.0
H -5.94057 -3.84871 0.97955 0.0 0.0 0.0
H -6.09673 -2.16933 0.42043 0.0 0.0 0.0
H -3.92375 -0.80642 2.94932 0.0 0.0 0.0
H -5.03500 -0.41649 1.64943 0.0 0.0 0.0
H -1.52232 -2.27606 2.42247 0.0 0.0 0.1
H -1.11210 -2.79038 0.82093 0.0 0.0 0.0
H -2.99795 -2.14375 -1.39953 0.0 0.0 0.0
H -4.45043 -1.24630 -1.04978 0.0 0.0 0.0
```
Positions in Å, forces in eV/Å.

Computed properties:
* energy above the lowest of the compared OMol25 structures with the same formula, charge and spin: 0.0 kcal per mole
* net charge: -2
* highest occupied orbital energy: -1.490 eV
* energy: -7410.042945 hartree
* gap between HOMO and LUMO: 5.04 eV
* lowest unoccupied orbital energy: 0.1303 hartree
* molar mass: 1025.12 g mol⁻¹

Record 3
Entry from OMol25: a 2-piece molecular cluster, C13H28Cl2NO4P overall (ωB97M-V/def2-TZVPD).

Geometry as XYZ:
```
49
Properties=species:S:1:pos:R:3:forces:R:3
C -2.91765 -2.14706 1.83965 0.3 0.6 -0.5
C -1.98265 -1.75361 0.60083 0.8 0.3 1.2
O -0.77995 -1.53501 0.81014 -2.9 -0.5 -1.2
O -2.62491 -1.65439 -0.63761 2.0 -0.3 1.9
C -1.69034 -1.41351 -1.71745 0.1 0.7 -2.8
C -1.42440 0.16042 -1.98468 0.4 -0.4 1.3
C 0.11300 0.55392 -1.81945 0.1 0.8 -1.0
C 1.06226 -0.08845 -2.95627 -0.1 -0.5 0.5
C 2.06812 -1.19703 -2.35142 -0.3 1.1 -0.4
C 3.15925 -0.53481 -1.35647 -1.8 -0.6 -1.2
N 3.50814 -1.57842 -0.36473 0.9 1.4 0.2
C 4.24758 -1.03960 0.80056 -0.5 -0.9 1.9
C 3.35754 -0.00653 1.67653 1.4 -0.2 -1.9
O 3.98119 0.21181 2.95777 -1.6 0.0 0.0
C 3.08785 0.79335 3.92205 0.1 0.0 1.0
P 1.72772 1.89112 3.21227 2.1 3.4 -1.6
O 2.37245 3.14023 2.57119 -1.3 -2.3 1.2
H -2.32833 -1.90978 2.78092 -0.6 -0.3 -1.3
H -3.13523 -3.25938 1.82448 0.0 1.4 -0.1
H -3.86896 -1.51235 1.86371 1.2 -1.1 -0.3
H -0.72967 -2.01203 -1.64468 -1.2 0.8 0.4
H -2.20985 -1.78593 -2.66876 0.5 0.3 1.6
H -2.01351 0.69515 -1.16157 0.7 -0.5 -1.3
H -1.83198 0.48541 -3.00099 0.6 -0.5 1.4
H 0.50712 0.31458 -0.78497 -0.6 0.1 -1.2
H 0.18920 1.69133 -1.95062 -0.2 -1.5 0.4
H 0.39027 -0.57371 -3.74043 0.9 0.5 0.9
H 1.65268 0.71865 -3.49345 -0.7 -0.9 0.7
H 2.59101 -1.69561 -3.23247 -0.7 0.3 1.3
H 1.40613 -1.92619 -1.76931 1.2 0.7 -0.8
H 4.04349 -0.17921 -1.97564 -0.8 -0.6 1.0
H 2.65203 0.38641 -0.92676 0.7 -0.9 -0.2
H 2.69200 -2.13196 -0.07878 0.5 0.6 -0.1
H 5.26783 -0.61692 0.54266 -1.4 -0.3 0.0
H 4.44440 -1.91807 1.51426 -0.1 1.1 -1.0
H 3.40047 0.98142 1.10395 -0.7 -1.1 0.9
H 2.32051 -0.46486 1.71960 1.1 0.6 0.2
H 3.73186 1.47865 4.57919 -1.1 -0.7 -0.9
H 2.61526 0.03750 4.62892 0.5 0.4 -0.9
H 0.94553 1.24484 2.20429 0.0 -0.3 0.9
H 0.83699 2.27641 4.28629 0.4 -0.8 -0.4
Cl -5.79484 0.35507 -1.87286 0.1 0.0 0.0
C -5.12454 1.25480 -0.48959 0.0 0.1 0.2
C -5.12883 2.75146 -0.72421 -0.1 0.0 0.2
Cl -3.96692 3.23788 -1.98353 0.0 0.0 0.0
H -4.11772 0.88078 -0.29947 -0.1 0.0 -0.1
H -5.74608 1.01423 0.37493 0.0 0.1 -0.1
H -4.83935 3.27037 0.19125 0.0 -0.1 -0.1
H -6.11618 3.10863 -1.01928 0.1 -0.1 -0.1
```
Positions in Å, forces in eV/Å.

Computed properties:
* net charge: 0
* highest occupied orbital energy: -8.714 eV
* energy: -2129.488206 hartree
* structure (SMILES): CC(=O)OCCCCCCNCCOC[PH2]=O.ClCCCl
* gap between HOMO and LUMO: 9.08 eV
* lowest unoccupied orbital energy: 0.0136 hartree
* molar mass: 364.25 g mol⁻¹